[1]
The following is a DFT calculation (the ωB97M-V functional and the def2-TZVPD basis) of a single C3H4N2O3 molecule in a non-equilibrium geometry.

Values from the calculation:
ΔE to the lowest compared entry with this formula, charge and spin (eV): 3.602
Frontier orbital gap (eV): 8.7
E_HOMO (eV): -8.30

```
! RIJCOSX wB97M-V def2-TZVPD def2/J DEFGRID3
* xyz 0 1
N -1.727 -1.218 -0.075
C -0.548 -0.383 -0.205
N 0.696 -0.993 -0.268
C 1.527 0.074 -0.250
O 2.814 -0.039 0.066
O 1.029 1.284 -0.188
C -0.378 0.931 -0.241
O -0.893 2.119 0.132
H -2.216 -0.958 1.034
H -1.672 -2.273 -0.103
H 2.831 -0.967 0.737
H -1.465 2.422 -0.639
*
```

Results of the Löwdin charge analysis, in e, for atoms 1 through 2: number 1, N, carries 0.033; number 2, C, carries -0.365


[2]
The following is a DFT calculation (the ωB97M-V functional and the def2-TZVPD basis) of C41H36BrGe2N2O2S4SbTi as an isolated structure in a non-equilibrium geometry.

Values from the calculation:
ΔE to the lowest compared entry with this formula, charge and spin (eV): 2.313
Frontier orbital gap (eV): 6.1
E_HOMO (eV): -2.27

```
! RIJCOSX wB97M-V def2-TZVPD def2/J DEFGRID3
* xyz -2 1
Ti -1.768 -0.089 0.273
S -1.796 2.707 -3.715
C -3.262 2.878 -2.808
C -4.411 3.588 -3.138
C -5.466 3.573 -2.245
C -5.371 2.855 -1.049
C -4.231 2.147 -0.724
C -3.154 2.162 -1.611
N -1.939 1.509 -1.438
C -1.141 1.685 -2.438
C 0.223 1.181 -2.502
C 0.893 1.229 -3.735
C 2.235 0.918 -3.797
C 2.889 0.619 -2.603
C 2.180 0.555 -1.412
C 0.790 0.764 -1.281
H -4.475 4.134 -4.071
H -6.373 4.119 -2.476
H -6.210 2.844 -0.365
H -4.165 1.581 0.196
H 0.360 1.492 -4.646
H 2.763 0.922 -4.743
H 3.955 0.410 -2.608
H 2.768 0.312 -0.533
S -4.101 -4.223 -0.976
Sb -2.766 -3.480 0.684
S -0.385 -1.471 1.776
S -3.589 -1.401 1.413
C 1.907 2.611 1.180
Ge 2.292 1.099 2.358
C 1.167 1.395 3.946
C 4.208 1.277 2.853
Ge 1.771 -1.202 1.714
C 2.658 -2.116 0.212
C 4.045 -2.264 0.220
C 4.700 -2.902 -0.825
C 3.968 -3.413 -1.889
C 2.586 -3.287 -1.898
C 1.934 -2.639 -0.855
C 2.422 -2.346 3.217
C 2.257 -3.727 3.082
C 2.652 -4.605 4.080
C 3.232 -4.119 5.246
C 3.407 -2.752 5.400
C 3.002 -1.880 4.394
H 1.886 3.518 1.789
H 0.941 2.458 0.703
H 2.659 2.708 0.399
H 1.390 2.371 4.384
H 1.283 0.624 4.708
H 0.125 1.389 3.620
H 4.350 2.162 3.478
H 4.798 1.405 1.943
H 4.589 0.407 3.387
H 4.624 -1.876 1.054
H 5.780 -3.002 -0.808
H 4.475 -3.907 -2.711
H 2.011 -3.680 -2.729
H 0.859 -2.511 -0.884
H 1.802 -4.120 2.178
H 2.505 -5.671 3.951
H 3.541 -4.801 6.029
H 3.854 -2.359 6.306
H 3.146 -0.816 4.541
Br 0.425 -2.477 -6.454
C -1.188 -2.268 -5.460
C -2.400 -2.475 -6.097
C -3.574 -2.312 -5.373
C -3.530 -1.937 -4.039
C -2.302 -1.745 -3.422
C -1.116 -1.913 -4.127
C -2.235 -1.305 -1.993
O -3.200 -0.703 -1.479
O -1.163 -1.498 -1.347
H -2.424 -2.759 -7.141
H -4.527 -2.479 -5.860
H -4.428 -1.803 -3.451
H -0.171 -1.743 -3.627
N -1.918 1.247 1.329
C -2.015 2.300 2.181
C -2.510 2.125 3.486
C -2.613 3.200 4.353
C -2.230 4.477 3.955
C -1.741 4.662 2.666
C -1.634 3.596 1.789
H -2.799 1.125 3.786
H -2.993 3.039 5.356
H -2.309 5.314 4.639
H -1.436 5.651 2.340
H -1.248 3.734 0.786
*
```

Results of the Löwdin charge analysis, in e, for atoms 1 through 2: number 1, Ti, carries 0.462; number 2, S, carries 1.092


[3]
The following is a DFT calculation (the ωB97M-V functional and the def2-TZVPD basis) of C11H33Ag2N6O5 as an isolated structure in a non-equilibrium geometry.

Values from the calculation:
ΔE to the lowest compared entry with this formula, charge and spin (eV): 8.371
Frontier orbital gap (eV): 3.1
E_HOMO (eV): -9.96

```
! RIJCOSX wB97M-V def2-TZVPD def2/J DEFGRID3
* xyz 1 1
Ag -4.758 -0.063 -5.293
Ag -2.216 -4.846 -4.208
C -2.101 0.267 -1.115
O -1.670 -0.527 -2.237
H -2.746 -0.244 -0.400
H -1.298 0.791 -0.596
H -2.828 1.003 -1.458
C 2.531 -0.546 -7.591
C 3.016 0.590 -6.823
C 2.099 1.840 -7.102
O 2.820 2.983 -6.625
C 2.077 3.911 -5.828
N 3.053 0.168 -5.437
H 2.575 -0.273 -8.646
H 1.546 -0.902 -7.291
H 3.092 -1.454 -7.369
H 4.007 0.954 -7.093
H 1.150 1.921 -6.571
H 1.831 1.990 -8.148
H 1.655 3.298 -5.033
H 1.331 4.493 -6.370
H 2.788 4.609 -5.385
H 3.465 0.781 -4.747
H 2.096 0.071 -5.129
C 4.075 -1.762 2.147
C 3.938 -3.250 2.432
C 3.066 -3.282 3.702
O 3.967 -2.831 4.667
C 3.471 -2.851 6.027
N 3.315 -3.897 1.324
H 4.665 -1.237 2.898
H 3.139 -1.206 2.097
H 4.840 -1.614 1.385
H 4.949 -3.626 2.586
H 2.962 -4.355 3.864
H 2.118 -2.751 3.619
H 3.339 -3.912 6.241
H 2.531 -2.332 6.211
H 4.248 -2.392 6.637
H 3.005 -4.842 1.497
H 2.454 -3.422 1.093
C -3.490 5.397 5.152
O -4.176 4.383 5.376
N -3.405 6.418 5.964
N -2.652 5.539 4.185
H -2.855 7.231 5.724
H -3.689 6.172 6.902
H -2.325 6.463 3.942
H -2.585 4.801 3.499
C -7.734 -1.932 3.533
O -8.555 -1.039 3.358
N -6.477 -1.651 3.866
N -7.855 -3.147 3.086
H -6.167 -0.727 4.130
H -5.796 -2.055 3.239
H -7.110 -3.709 3.472
H -8.725 -3.395 2.637
*
```

Results of the Löwdin charge analysis, in e, for atoms 1 through 2: number 1, Ag, carries 0.659; number 2, Ag, carries 0.778


[4]
The following is a DFT calculation (the ωB97M-V functional and the def2-TZVPD basis) of C4H8OS as an isolated structure in a non-equilibrium geometry.

Values from the calculation:
ΔE to the lowest compared entry with this formula, charge and spin (eV): 2.723
Frontier orbital gap (eV): 8.5
E_HOMO (eV): -7.92

```
! RIJCOSX wB97M-V def2-TZVPD def2/J DEFGRID3
* xyz 0 1
C 0.442 0.724 0.373
C 0.751 -0.618 -0.419
C -0.179 1.867 -0.234
C 0.379 -1.841 0.272
O 2.070 1.159 0.507
S 2.589 -0.286 -0.207
H 0.097 0.452 1.400
H 0.450 -0.759 -1.548
H 0.408 2.050 -1.244
H 0.214 2.735 0.399
H -1.278 1.784 -0.438
H 0.835 -1.855 1.266
H 0.595 -2.717 -0.365
H -0.659 -1.864 0.583
*
```

Results of the Löwdin charge analysis, in e, for atoms 1 through 2: number 1, C, carries -0.338; number 2, C, carries -0.563


[5]
The following is a DFT calculation (the ωB97M-V functional and the def2-TZVPD basis) of C26H26BrN3O4PdS2 as an isolated structure.

Values from the calculation:
ΔE to the lowest compared entry with this formula, charge and spin (eV): 0.000
Frontier orbital gap (eV): 5.6
E_HOMO (eV): -1.07

```
! RIJCOSX wB97M-V def2-TZVPD def2/J DEFGRID3
* xyz -2 1
Pd 2.438 0.137 -0.306
C 7.139 -0.570 -1.765
C 6.052 -0.153 -0.814
C 5.883 -0.809 0.443
C 4.881 -0.441 1.279
C 3.981 0.615 0.881
Br 3.626 1.881 2.444
N 4.154 1.260 -0.314
C 5.150 0.817 -1.135
H 8.124 -0.563 -1.286
H 7.180 0.104 -2.623
H 6.972 -1.582 -2.147
H 6.546 -1.624 0.720
H 4.740 -0.922 2.239
H 5.206 1.324 -2.096
C 1.319 -0.752 2.635
C 0.654 -1.607 1.611
C -0.343 -2.532 2.012
C -0.924 -3.341 1.087
C -0.554 -3.226 -0.272
C -1.121 -4.066 -1.261
C -0.751 -3.889 -2.570
C 0.134 -2.867 -2.929
C 0.712 -2.002 -1.999
S 1.724 -0.710 -2.499
C 0.388 -2.227 -0.613
N 1.000 -1.466 0.348
H 1.096 -1.098 3.646
H 0.951 0.271 2.506
H 2.394 -0.742 2.474
H -0.616 -2.590 3.058
H -1.673 -4.072 1.372
H -1.838 -4.825 -0.968
H -1.174 -4.524 -3.342
H 0.381 -2.705 -3.971
C -2.787 -0.613 -2.575
C -3.405 0.146 -1.437
C -3.034 -0.111 -0.123
C -3.543 0.647 0.923
C -4.427 1.678 0.647
C -4.843 1.930 -0.658
C -4.338 1.158 -1.685
S -4.804 2.863 1.895
O -4.778 2.196 3.167
O -5.973 3.603 1.486
N -3.574 3.948 1.868
C -2.178 3.447 1.956
C -1.481 3.257 0.621
C -0.351 2.173 0.654
O 0.545 2.316 -0.193
O -0.512 1.263 1.503
H -2.055 -1.334 -2.225
H -2.277 0.072 -3.255
H -3.548 -1.152 -3.145
H -2.286 -0.866 0.089
H -3.197 0.473 1.931
H -5.533 2.742 -0.846
H -4.640 1.359 -2.707
H -3.726 4.586 1.095
H -2.189 2.493 2.482
H -1.626 4.146 2.587
H -1.074 4.189 0.224
H -2.194 2.883 -0.122
*
```

Results of the Löwdin charge analysis, in e, for atoms 1 through 2: number 1, Pd, carries 0.579; number 2, C, carries -0.093


[6]
The following is a DFT calculation (the ωB97M-V functional and the def2-TZVPD basis) of C4H5BaO3 as an isolated structure in a non-equilibrium geometry.

Values from the calculation:
ΔE to the lowest compared entry with this formula, charge and spin (eV): 0.264
Frontier orbital gap (eV): 5.9
E_HOMO (eV): -10.71

```
! RIJCOSX wB97M-V def2-TZVPD def2/J DEFGRID3
* xyz 1 1
O -4.159 -0.236 2.100
C -4.957 0.504 2.420
Ba -2.215 -1.916 1.296
O -1.105 -1.536 -1.548
C -0.292 -1.760 -0.652
O 0.624 -0.840 -0.221
C 1.175 0.260 -0.960
C 2.037 1.045 0.006
H 1.761 -0.130 -1.800
H 0.384 0.887 -1.386
H 2.899 0.446 0.326
H 2.383 1.965 -0.485
H 1.465 1.310 0.906
*
```

Results of the Löwdin charge analysis, in e, for atoms 1 through 2: number 1, O, carries -0.193; number 2, C, carries 0.121


[7]
The following is a DFT calculation (the ωB97M-V functional and the def2-TZVPD basis) of a single C4H3F3N2 molecule in a non-equilibrium geometry.

Values from the calculation:
ΔE to the lowest compared entry with this formula, charge and spin (eV): 1.342
Frontier orbital gap (eV): 10.4
E_HOMO (eV): -9.81

```
! RIJCOSX wB97M-V def2-TZVPD def2/J DEFGRID3
* xyz 0 1
F 2.322 1.060 0.005
C 1.738 -0.167 0.054
F 1.830 -0.840 1.255
F 2.516 -0.734 -0.914
C 0.366 -0.111 -0.291
C -0.276 0.965 0.009
N -1.653 0.493 0.065
C -1.598 -0.829 -0.033
N -0.300 -1.255 -0.250
H -0.167 1.996 0.174
H -2.374 1.081 0.039
H -2.404 -1.660 -0.112
*
```

Results of the Löwdin charge analysis, in e, for atoms 1 through 2: number 1, F, carries 0.116; number 2, C, carries -0.535


[8]
The following is a DFT calculation (the ωB97M-V functional and the def2-TZVPD basis) of C31H52EuNOSi4 as an isolated structure in a non-equilibrium geometry.

Values from the calculation:
<S²>: 15.76
Frontier orbital gap (alpha / beta) (eV): 5.4 / 5.4
E_HOMO (alpha / beta) (eV): -2.98 / -2.89

```
! RIJCOSX wB97M-V def2-TZVPD def2/J DEFGRID3
* xyz -1 8
C 2.928 -0.147 0.372
C 2.677 -0.984 -0.770
C 2.288 -0.159 -1.873
H 2.819 -2.065 -0.795
C 2.270 1.189 -1.426
C 2.667 1.214 -0.049
H 2.079 2.067 -2.052
C -1.328 -2.353 0.255
C -0.118 -2.793 -0.370
C -0.238 -2.545 -1.759
H 0.739 -3.236 0.144
C -1.482 -1.919 -2.008
C -2.137 -1.746 -0.757
H 2.097 -0.480 -2.913
H 2.839 2.113 0.566
H 3.284 -0.466 1.371
H -3.172 -1.408 -0.656
H 0.480 -2.818 -2.525
H -1.621 -2.499 1.300
Eu 0.273 -0.150 0.488
C -2.179 -1.824 -3.351
C -3.453 -2.668 -3.289
C -1.314 -2.353 -4.494
H -3.226 -3.708 -3.049
H -4.003 -2.671 -4.228
H -4.141 -2.296 -2.532
H -1.068 -3.406 -4.332
H -0.372 -1.812 -4.607
H -1.843 -2.301 -5.451
C -2.636 -0.337 -3.675
C -1.577 0.737 -3.836
H -3.293 -0.027 -2.853
H -3.222 -0.383 -4.604
O -1.121 1.356 -2.854
N -1.124 1.034 -5.096
C -0.108 2.094 -5.261
H -1.655 0.729 -5.909
C 1.260 1.533 -5.521
C 2.375 2.240 -5.052
H 2.226 3.188 -4.538
C 3.659 1.722 -5.218
H 4.529 2.279 -4.861
C 3.830 0.493 -5.877
H 4.843 0.112 -6.067
C 2.712 -0.226 -6.334
H 2.847 -1.186 -6.845
C 1.425 0.303 -6.170
H 0.553 -0.249 -6.530
H -0.112 2.664 -4.317
H -0.425 2.738 -6.100
C 3.100 1.808 3.460
Si 1.281 2.105 3.828
C 0.974 2.172 5.684
C 0.661 3.631 2.909
Si 0.020 0.298 3.222
Si 0.339 -1.621 4.384
C -0.468 -1.176 6.018
C -0.488 -3.137 3.643
C 2.205 -1.824 4.423
Si -2.206 0.932 2.983
C -2.518 1.791 4.635
C -2.521 2.113 1.541
C -3.359 -0.551 2.867
H 3.666 2.561 4.028
H 3.341 1.933 2.398
H 3.437 0.811 3.764
H 1.513 3.055 6.060
H -0.089 2.280 5.940
H 1.357 1.272 6.185
H 0.805 3.548 1.819
H -0.398 3.852 3.104
H 1.264 4.484 3.262
H -1.544 -0.972 5.900
H -0.352 -2.065 6.657
H -0.001 -0.312 6.510
H -0.068 -3.412 2.665
H -0.323 -3.974 4.342
H -1.571 -3.009 3.518
H 2.613 -2.043 3.423
H 2.726 -0.939 4.816
H 2.411 -2.684 5.079
H -1.916 2.702 4.761
H -3.582 2.072 4.662
H -2.321 1.128 5.491
H -2.615 1.607 0.563
H -3.489 2.601 1.752
H -1.758 2.903 1.458
H -3.395 -0.980 1.856
H -3.089 -1.349 3.574
H -4.372 -0.201 3.124
*
```

Results of the Löwdin charge analysis, in e, for atoms 1 through 2: number 1, C, carries -0.294; number 2, C, carries -0.250


[9]
The following is a DFT calculation (the ωB97M-V functional and the def2-TZVPD basis) of a single C23H26O4 molecule in a non-equilibrium geometry.

Values from the calculation:
ΔE to the lowest compared entry with this formula, charge and spin (eV): 3.711
Frontier orbital gap (eV): 8.5
E_HOMO (eV): -7.95

```
! RIJCOSX wB97M-V def2-TZVPD def2/J DEFGRID3
* xyz 0 1
C 0.152 2.993 5.972
O 0.176 3.605 4.662
C -0.324 2.924 3.596
C -0.082 3.515 2.332
C -0.196 2.778 1.187
C -0.531 1.406 1.269
C -0.795 0.631 -0.016
C -1.373 -0.879 0.092
C -2.378 -1.308 -0.793
C -2.862 -2.592 -0.685
C -2.368 -3.475 0.299
O -2.804 -4.763 0.240
C -2.466 -5.648 1.339
C -1.360 -3.035 1.178
C -0.849 -1.754 1.036
C 0.396 0.595 -0.924
C 1.887 1.108 -0.826
O 2.496 1.089 0.265
C 2.699 1.232 -2.166
C 2.161 0.515 -3.440
C 2.995 0.866 -4.676
C 2.159 -1.002 -3.275
C 0.746 1.038 -3.612
C -0.138 0.710 -2.373
O -1.330 0.639 -2.670
C -1.022 0.899 2.491
C -0.882 1.636 3.646
H 0.494 3.782 6.638
H -0.855 2.679 6.279
H 0.840 2.141 6.046
H 0.291 4.532 2.288
H -0.095 3.205 0.173
H -1.736 1.024 -0.378
H -2.813 -0.596 -1.485
H -3.584 -2.950 -1.389
H -2.944 -6.596 1.091
H -1.378 -5.796 1.424
H -2.859 -5.284 2.302
H -0.928 -3.697 1.902
H -0.132 -1.376 1.767
H 0.669 -0.478 -0.547
H 3.728 0.858 -2.009
H 2.740 2.313 -2.421
H 3.004 1.942 -4.839
H 4.018 0.512 -4.562
H 2.574 0.397 -5.567
H 1.567 -1.338 -2.420
H 1.764 -1.492 -4.173
H 3.180 -1.368 -3.142
H 0.792 2.144 -3.767
H 0.278 0.570 -4.507
H -1.602 -0.030 2.549
H -1.119 1.178 4.596
*
```

Results of the Löwdin charge analysis, in e, for atoms 1 through 2: number 1, C, carries -0.065; number 2, O, carries -0.092


[10]
The following is a DFT calculation (the ωB97M-V functional and the def2-TZVPD basis) of C3H6N2O2 as an isolated structure in a non-equilibrium geometry.

Values from the calculation:
ΔE to the lowest compared entry with this formula, charge and spin (eV): 5.102
Frontier orbital gap (alpha / beta) (eV): 9.5 / 9.5
E_HOMO (alpha / beta) (eV): -9.80 / -9.80

```
! RIJCOSX wB97M-V def2-TZVPD def2/J DEFGRID3
* xyz 0 1
C -1.753 0.897 -0.963
C 1.447 -0.826 1.126
N 0.656 0.113 1.586
C 1.137 -1.064 -0.537
O -0.411 0.906 -0.496
N 0.419 -0.422 -1.297
O 2.460 -1.355 1.501
H 0.868 0.371 2.544
H -0.110 0.672 0.686
H 1.564 -2.001 -0.872
H -2.304 1.695 -0.457
H -1.751 1.093 -2.035
H -2.222 -0.078 -0.785
*
```

Results of the Löwdin charge analysis, in e, for atoms 1 through 2: number 1, C, carries -0.108; number 2, C, carries -0.547


Number 1: energy -12295.394 eV. Number 2: energy -306251.401 eV. Number 3: energy -39102.095 eV. Number 4: energy -17157.727 eV. Number 5: energy -135239.584 eV. Number 6: energy -11056.883 eV. Number 7: energy -15328.038 eV. Number 8: energy -87370.824 eV. Number 9: energy -32460.222 eV. Number 10: energy -10279.695 eV.